(1)
The following is a DFT calculation (wB97M-V/def2-TZVPD) of a single C17H14N4O2S molecule at a distorted geometry.

CARTESIAN COORDINATES (ANGSTROEM)
1 C 1.630 -4.494 -0.082
2 N -1.633 -0.760 -0.406
3 N 2.317 1.034 -1.376
4 C -3.166 2.535 0.188
5 C -4.987 1.052 -0.414
6 H 5.074 2.690 1.517
7 C -0.351 -3.291 0.097
8 C -0.890 1.965 0.358
9 H 5.059 3.787 0.534
10 O -0.461 2.947 0.865
11 C 1.438 1.562 -0.798
12 N 3.685 1.436 -1.063
13 O -0.186 -0.228 1.436
14 H 3.392 -3.062 0.009
15 H -5.906 0.803 -0.522
16 C -0.629 -0.939 0.705
17 H -1.498 -3.301 0.138
18 H 1.995 -1.132 0.768
19 C 3.812 2.216 -0.114
20 H -2.877 3.629 0.461
21 C 5.012 2.693 0.497
22 N 0.005 1.512 -0.718
23 H 2.339 -5.367 -0.147
24 H -0.271 0.779 -1.458
25 C -2.542 0.384 -0.177
26 H -2.007 -1.606 -0.664
27 H -5.328 2.989 -0.010
28 C -3.884 -0.198 -0.525
29 H -0.196 -5.678 -0.172
30 S 2.089 2.765 0.514
31 C -2.258 1.648 -0.041
32 C 0.146 -2.233 0.455
33 H -4.147 -1.076 -0.565
34 C -4.594 2.457 0.032
35 C 0.263 -4.501 0.102
36 H 5.790 2.187 -0.283
37 C 2.198 -3.185 0.384
38 C 1.568 -2.016 0.477

* highest occupied orbital energy: -9.1164 eV
* E: -1423.464783 Ha
* spin multiplicity: 1
* maximum force: 0.35650 Eh/bohr
* energy above the lowest of the compared OMol25 structures with the same formula, charge and spin: 323.5 kcal/mol



(2)
The following is a DFT calculation (wB97M-V/def2-TZVPD) of 8 unconnected molecules or ions with the total composition C32H46F18O16 at a distorted geometry.

CARTESIAN COORDINATES (ANGSTROEM)
1 H 14.075 19.212 11.208
2 H 20.244 17.334 13.449
3 F 9.053 6.756 14.856
4 H 14.075 10.610 17.397
5 H 13.682 20.391 12.442
6 F 14.885 17.126 8.936
7 H 15.442 12.835 11.343
8 C 17.152 9.109 17.403
9 H 19.921 9.164 21.713
10 C 19.260 11.670 13.534
11 C 17.590 12.880 21.053
12 H 16.680 13.446 20.898
13 O 10.065 8.530 13.306
14 H 19.968 7.481 21.124
15 C 20.245 15.287 14.095
16 H 18.165 12.699 19.049
17 O 15.891 8.525 19.301
18 O 14.102 12.891 15.846
19 O 17.266 12.130 22.287
20 H 13.895 14.855 13.082
21 F 8.215 8.341 16.003
22 H 8.584 10.270 18.140
23 C 19.851 12.888 14.282
24 H 10.047 9.376 18.599
25 F 18.304 9.719 17.145
26 C 19.361 8.219 21.617
27 F 16.495 17.273 10.321
28 F 16.730 16.148 8.411
29 H 21.234 15.270 14.543
30 H 12.858 16.341 16.677
31 C 17.963 10.827 24.062
32 C 13.276 18.314 13.003
33 C 12.374 17.845 15.179
34 H 11.551 8.722 11.991
35 H 16.071 13.581 12.802
36 C 12.959 12.167 16.279
37 F 14.113 13.296 20.855
38 H 10.729 11.251 13.598
39 O 14.930 13.079 17.927
40 H 9.573 12.288 19.544
41 C 8.359 7.901 14.734
42 H 10.193 9.871 11.750
43 H 12.454 10.085 16.938
44 O 18.065 8.701 19.561
45 O 19.480 11.813 22.619
46 O 12.931 17.264 12.525
47 C 13.952 13.894 12.567
48 H 16.867 14.273 16.708
49 H 12.541 12.602 17.190
50 F 18.753 11.961 12.329
51 H 12.108 18.509 16.037
52 H 19.173 7.855 22.622
53 C 13.319 10.672 16.607
54 C 16.954 8.755 18.874
55 H 15.137 19.431 12.592
56 F 16.158 9.894 16.906
57 C 15.892 16.412 9.459
58 C 15.370 13.714 11.978
59 H 12.230 12.217 15.467
60 H 9.626 10.721 20.531
61 O 15.828 14.910 11.321
62 C 11.925 12.304 20.509
63 C 20.133 16.350 12.986
64 F 13.588 11.636 22.099
65 H 16.926 11.527 19.507
66 C 8.907 8.931 13.797
67 O 20.167 12.883 15.396
68 F 20.158 10.651 13.365
69 F 16.681 10.361 24.063
70 O 13.027 18.708 14.253
71 H 19.176 16.357 12.509
72 C 9.959 11.258 19.627
73 H 10.211 10.701 17.503
74 C 15.418 15.061 10.064
75 O 11.313 13.190 20.997
76 C 17.845 12.030 19.838
77 C 14.084 19.388 12.273
78 C 9.654 10.376 18.388
79 F 18.117 11.554 25.219
80 H 17.433 7.431 21.068
81 C 18.345 11.642 22.900
82 O 8.342 9.928 13.599
83 C 16.295 13.694 15.982
84 H 12.145 11.115 12.530
85 H 13.754 10.117 15.775
86 C 15.046 13.230 16.739
87 H 13.426 15.880 15.083
88 H 16.838 12.812 15.658
89 H 15.992 14.287 15.118
90 H 13.717 13.063 13.236
91 H 19.506 15.547 14.866
92 C 10.890 9.435 12.466
93 F 17.049 7.940 16.639
94 F 7.081 7.551 14.353
95 F 14.107 11.282 19.996
96 H 20.885 16.313 12.207
97 H 18.614 11.274 20.046
98 C 13.246 16.733 15.741
99 O 14.798 14.335 9.421
100 F 18.735 9.699 24.260
101 C 11.497 10.579 13.244
102 H 12.138 10.184 14.042
103 H 13.209 13.900 11.752
104 C 13.427 12.110 20.840
105 C 17.985 8.367 20.931
106 H 11.490 17.399 14.728
107 H 17.364 9.071 21.481
108 O 11.450 11.317 19.754
109 H 18.443 13.540 21.236
110 F 18.267 11.099 14.299
111 O 19.944 13.979 13.527
112 H 14.234 17.116 16.015

* highest occupied orbital energy: -10.7228 eV
* E: -4248.453304 Ha
* spin multiplicity: 1
* maximum force: 0.10060 Eh/bohr



(3)
The following is a DFT calculation (wB97M-V/def2-TZVPD) of a gas-phase ion, C5H6N (charge +1) at a distorted geometry.

CARTESIAN COORDINATES (ANGSTROEM)
1 H -3.096 1.484 -0.224
2 C -0.750 -1.121 0.273
3 H 1.092 -2.119 -0.291
4 C 1.141 1.202 0.090
5 C 0.650 -1.141 -0.040
6 H -1.065 -2.088 0.585
7 C 1.538 -0.062 -0.197
8 C -1.555 -0.003 0.095
9 H 0.143 1.174 0.576
10 H 2.639 -0.370 -0.569
11 H 1.582 2.204 -0.115
12 N -2.319 0.841 -0.182

* highest occupied orbital energy: -14.2156 eV
* E: -248.502821 Ha
* spin multiplicity: 1
* maximum force: 0.07226 Eh/bohr
* energy above the lowest of the compared OMol25 structures with the same formula, charge and spin: 70.8 kcal/mol
* net charge: +1



(4)
The following is a DFT calculation (wB97M-V/def2-TZVPD) of a single C11H12N2 molecule at a distorted geometry.

CARTESIAN COORDINATES (ANGSTROEM)
1 C -2.081 -0.668 0.228
2 C 2.202 0.855 -0.980
3 H 2.548 1.164 -1.978
4 H -2.805 0.172 0.366
5 N -0.834 -0.274 0.961
6 C 1.226 0.154 1.563
7 C 0.516 -0.245 2.705
8 H 3.131 0.439 2.201
9 H 0.821 -0.187 3.764
10 C 2.537 0.525 1.382
11 C 3.056 0.961 0.154
12 H -2.932 -1.057 -1.611
13 H -1.701 -0.891 2.947
14 C 0.399 0.141 0.432
15 C -1.884 -0.996 -1.324
16 H -2.506 -1.492 0.755
17 N 0.047 0.285 -2.002
18 H 0.460 0.378 -2.912
19 H 4.086 1.240 0.065
20 H -1.727 0.051 -2.995
21 H -1.248 -1.850 -1.574
22 H -1.914 1.095 -1.660
23 C -0.826 -0.517 2.335
24 C -1.397 0.226 -1.971
25 C 0.826 0.492 -0.851

* highest occupied orbital energy: -6.9270 eV
* E: -535.833649 Ha
* spin multiplicity: 1
* maximum force: 0.07598 Eh/bohr
* energy above the lowest of the compared OMol25 structures with the same formula, charge and spin: 31.2 kcal/mol